{"formula": "C3H12N2O", "method": "ωB97M-V/def2-TZVPD", "species": ["C", "C", "H", "H", "H", "H", "N", "C", "O", "H", "H", "H", "H", "H", "N", "H", "H", "H"], "xyz": [[-1.3380, 2.2856, 0.0598], [-1.4373, 3.5632, -0.2545], [-0.7603, 1.9950, 0.9252], [-1.8657, 1.5239, -0.4915], [-1.1728, 4.3904, 0.3937], [-1.8886, 3.9173, -1.1756], [2.0745, -1.0694, 0.6559], [1.4266, -0.4193, -0.4709], [0.0647, -0.1073, -0.2498], [2.6377, -1.8390, 0.3447], [2.5579, -0.4188, 1.2506], [1.4448, -1.0683, -1.3459], [1.8860, 0.5617, -0.5627], [-0.4778, -0.7791, 0.1660], [-0.9581, -3.1879, 0.0630], [-0.8808, -2.3964, 0.6709], [-1.8424, -3.6544, 0.0838], [-0.3319, -3.9393, 0.3244]], "forces_ev_per_a": [[-0.2, 0.4, 0.4], [-0.5, 0.7, -0.3], [-0.3, -0.2, 0.2], [0.4, -0.1, -0.3], [0.7, -0.2, 0.1], [-0.3, -0.3, 0.0], [-0.9, -0.2, -0.4], [-0.5, -0.3, 1.1], [-0.2, 0.9, 0.2], [0.3, -0.1, 0.3], [0.3, -0.1, 0.0], [0.6, 0.2, -0.1], [0.0, 0.0, -0.9], [0.6, -0.4, -0.2], [0.5, -0.9, -0.9], [-0.2, -0.4, 0.7], [-0.8, 0.5, 0.2], [0.5, 0.5, 0.2]], "fmax_ev_per_a": 1.36, "smiles": "C=C.NCO.N", "de_lowest_kcal_mol": 38.9}